ORCA calculation (ωB97M-V/def2-TZVPD) on a structure of composition C35H40F3Ge2I2PdSb.

The net charge is +2. The value obtained for the HOMO energy (spin up / spin down) is -13.4 / -13.5 eV. Its frontier orbital gap (spin up / spin down) is 0.263 / 0.168 hartree. Its spin multiplicity is 3. The expectation value of S² is 2.009.

The geometry in XYZ format:
```
84
Properties=species:S:1:pos:R:3:forces:R:3
Pd -0.270274 -0.461804 0.530769 0.35 -0.35 -0.59
I -0.060521 -0.417535 -2.271133 -0.06 0.01 -0.03
C 1.386474 -1.965743 -2.112222 0.03 0.06 0.07
I 2.118443 -2.100120 -0.123443 0.04 -0.10 -0.03
H 2.211770 -1.724402 -2.769977 0.02 0.00 -0.04
H 0.915522 -2.904282 -2.370461 -0.02 -0.04 -0.03
C 1.705222 0.011377 4.569182 -0.01 -0.10 -0.09
C 1.687638 -0.436026 3.099189 0.01 0.06 0.06
Ge 1.026101 1.020303 1.942777 0.47 0.45 0.62
C 2.459150 1.943757 1.019838 0.03 0.05 -0.03
C 3.279605 2.707775 2.075097 0.01 0.00 -0.09
C -0.179716 2.168314 2.906040 -0.07 0.20 0.04
C -1.441251 2.325167 2.484470 -0.26 0.13 0.14
Ge -1.780611 1.476808 0.743287 -0.53 0.54 0.02
C -1.313126 2.728887 -0.679450 0.01 0.12 -0.03
C -2.248978 3.950836 -0.684483 0.12 -0.01 -0.03
C -3.379687 0.458732 0.182147 -0.06 0.14 0.10
C -4.760103 1.020604 0.552547 0.03 -0.06 -0.06
C -2.457938 3.150955 3.183450 0.24 -0.10 -0.05
C -3.589084 3.611543 2.521036 -0.12 0.01 -0.03
C -4.521407 4.423954 3.152425 0.01 -0.06 -0.13
C -4.328831 4.783993 4.474296 -0.05 0.08 0.08
C -3.207029 4.329551 5.155850 0.13 -0.06 0.06
C -2.281319 3.520320 4.516677 -0.02 0.00 0.28
H 2.111201 -0.782879 5.197232 0.00 0.01 0.00
H 0.701699 0.242945 4.934710 0.03 -0.02 -0.03
H 2.322313 0.897617 4.721698 0.00 0.00 -0.03
H 1.091345 -1.341331 2.979438 -0.01 -0.10 0.06
H 2.690076 -0.667138 2.725243 0.00 -0.01 0.07
H 2.026882 2.618062 0.281646 0.08 0.06 -0.03
H 3.061699 1.204544 0.492178 0.07 0.04 -0.02
H 2.682818 3.467428 2.584552 0.00 -0.05 -0.03
H 4.115257 3.219133 1.596315 -0.01 0.00 0.01
H 3.701154 2.040970 2.831350 -0.02 0.01 -0.04
H 0.177736 2.687535 3.796853 -0.05 -0.06 -0.06
H -1.379211 2.194817 -1.629509 -0.01 0.05 -0.07
H -0.274942 3.036227 -0.548184 0.01 0.05 -0.04
H -3.291372 3.668880 -0.851339 0.05 -0.02 0.00
H -1.965322 4.632334 -1.487900 -0.02 -0.03 0.02
H -2.194725 4.507966 0.253020 0.04 -0.04 -0.08
H -3.307255 -0.556929 0.557983 -0.07 -0.08 -0.03
H -3.255249 0.413930 -0.902282 -0.07 -0.04 -0.08
H -4.904664 1.060599 1.631239 0.03 0.03 0.03
H -5.529865 0.366613 0.137629 0.02 0.01 0.02
H -4.931917 2.015856 0.142503 0.04 -0.01 0.02
H -3.735865 3.352788 1.484070 -0.09 -0.04 -0.14
H -5.390714 4.779486 2.611757 0.07 -0.04 0.02
H -5.048961 5.418661 4.975681 0.03 -0.04 -0.02
H -3.054803 4.608165 6.191903 0.00 -0.03 -0.06
H -1.422407 3.159816 5.072615 -0.05 0.04 -0.01
F 1.715547 -6.725407 4.525085 0.00 0.00 -0.01
C 1.025167 -5.789680 3.881987 0.06 -0.07 0.02
C 0.892660 -5.890048 2.507246 -0.04 0.05 -0.16
C 0.169234 -4.913753 1.840487 0.06 -0.05 0.21
C -0.410615 -3.865840 2.559101 0.07 0.03 0.01
C -0.253044 -3.783586 3.943257 0.03 -0.03 -0.02
C 0.468007 -4.758612 4.614981 -0.08 0.15 0.09
Sb -1.549060 -2.444406 1.531770 -0.41 -0.79 0.26
C -2.715101 -3.617105 0.245433 0.04 -0.06 0.00
C -3.219105 -4.828932 0.728922 0.01 0.03 -0.09
C -3.993530 -5.630828 -0.094748 0.05 -0.01 0.16
C -4.235706 -5.208830 -1.389809 -0.03 -0.02 -0.06
F -4.972018 -5.981060 -2.182090 0.00 0.01 -0.01
C -3.741267 -4.019157 -1.894999 0.03 0.09 -0.02
C -2.973076 -3.217505 -1.064062 -0.13 -0.12 0.04
C -2.861095 -1.614704 2.939503 0.02 0.08 -0.01
C -2.404559 -0.610527 3.793887 -0.15 -0.08 0.04
C -3.279498 -0.006891 4.683493 0.10 0.02 0.02
C -4.598839 -0.423013 4.690800 -0.05 0.02 0.03
F -5.446087 0.158707 5.535483 0.01 0.01 0.01
C -5.077104 -1.412953 3.850294 0.00 -0.09 -0.11
C -4.198993 -2.008972 2.956678 -0.01 0.10 0.08
H 1.347969 -6.720682 1.983423 -0.03 0.02 0.03
H 0.043894 -4.990378 0.768118 -0.01 0.00 -0.05
H -0.704796 -2.974700 4.507616 -0.01 -0.04 -0.01
H 0.594615 -4.736728 5.690362 0.00 0.00 -0.06
H -3.010048 -5.157058 1.742008 0.00 0.01 -0.05
H -4.404368 -6.572117 0.249528 0.03 0.06 -0.03
H -3.962468 -3.739285 -2.917246 0.01 -0.02 0.05
H -2.589395 -2.279769 -1.443512 0.04 0.05 -0.02
H -1.372626 -0.283524 3.770231 0.04 -0.01 0.01
H -2.960212 0.776362 5.359654 -0.02 -0.04 -0.04
H -6.119710 -1.699567 3.899227 0.03 0.01 0.00
H -4.566015 -2.773639 2.281569 0.01 0.02 0.01
```
Forces are in eV/Å.

Here are the Löwdin charges for atoms 1 to 6, given in e: atom 1 (Pd): -0.040, atom 2 (I): 0.996, atom 3 (C): -1.040, atom 4 (I): 0.963, atom 5 (H): -0.017, atom 6 (H): -0.018


ORCA calculation (ωB97M-V/def2-TZVPD) on a structure of composition C35H40FN6O8RuSe3Te.

The net charge is -2. The value obtained for the HOMO energy (spin up / spin down) is -1.7 / -1.7 eV. Its frontier orbital gap (spin up / spin down) is 0.196 / 0.188 hartree. Its spin multiplicity is 2. The expectation value of S² is 0.876.

The geometry in XYZ format:
```
95
Properties=species:S:1:pos:R:3:forces:R:3
Ru -0.488432 -0.991897 -0.458041 1.42 -1.51 -2.27
Se -2.747018 0.882208 -0.535468 0.54 -0.52 0.35
Se -1.722914 -1.499975 -2.973867 -0.13 0.01 0.20
C -2.368308 -2.704557 -1.656976 0.19 0.02 -0.13
C -3.386449 -3.623769 -1.916196 -0.04 -0.11 -0.06
C -3.837959 -4.444977 -0.906298 0.01 0.01 0.07
C -3.270622 -4.338696 0.359363 0.03 -0.01 -0.04
C -2.268998 -3.409105 0.550856 0.08 -0.21 0.09
N -1.815117 -2.627789 -0.431364 -0.77 0.50 0.41
C -1.541597 2.241442 -1.033020 0.35 0.24 0.08
C -1.511726 2.788326 -2.320004 0.14 0.14 -0.08
C -0.599808 3.790476 -2.602872 0.00 -0.01 0.07
C 0.281742 4.239478 -1.617078 -0.18 -0.07 -0.17
C 0.213742 3.632424 -0.380822 -0.21 -0.24 0.00
N -0.664348 2.665311 -0.106081 -0.09 0.26 0.02
H -3.805003 -3.666077 -2.912231 -0.01 0.00 -0.01
H -4.621307 -5.165643 -1.104064 -0.02 -0.03 0.00
H -3.598436 -4.952481 1.185544 -0.01 -0.01 0.02
H -1.804823 -3.256126 1.513532 -0.07 0.04 0.02
H -2.197672 2.412813 -3.066090 0.00 0.01 -0.03
H -0.567140 4.221470 -3.596186 0.00 0.01 -0.02
H 1.011768 5.012204 -1.811581 0.00 0.01 -0.02
H 0.876870 3.914275 0.428394 0.01 0.00 0.06
C 4.637982 0.439442 -1.924892 -0.08 0.04 0.01
C 3.198291 0.697435 -2.367998 0.05 0.07 0.06
C 2.940880 -0.017430 -3.699675 0.00 0.09 -0.03
C 2.965952 2.199954 -2.536847 0.05 -0.07 -0.05
N 2.370873 0.214486 -1.248667 0.07 0.01 -0.07
N 0.975837 0.171631 -1.541953 -0.15 0.57 0.03
H 5.341409 0.829126 -2.663316 0.02 0.01 -0.03
H 4.800135 -0.631825 -1.809469 0.01 -0.06 0.01
H 4.824795 0.922571 -0.964130 0.00 0.01 0.00
H 3.653741 0.333580 -4.450534 0.01 0.00 -0.01
H 1.940918 0.186332 -4.090194 -0.02 -0.02 0.01
H 3.061438 -1.091143 -3.578867 0.01 -0.11 0.02
H 3.699462 2.618521 -3.229733 0.02 0.02 -0.04
H 3.059606 2.704507 -1.574441 0.02 0.01 0.04
H 1.974537 2.414188 -2.942097 0.00 -0.02 0.02
H 2.628363 -0.754852 -1.055110 0.03 -0.03 0.12
H 0.785570 -0.343434 -2.405486 0.04 0.10 -0.02
H 0.659908 1.125410 -1.676293 0.01 0.03 -0.06
C 2.601226 -1.798722 3.234769 0.03 -0.04 0.04
C 1.802610 -2.801714 2.702092 0.09 -0.03 0.07
C 0.916994 -2.520344 1.675536 -0.02 -0.14 -0.08
C 0.773645 -1.241580 1.126543 -0.77 0.19 0.29
C 1.603049 -0.260005 1.675767 0.09 0.21 -0.04
C 2.496819 -0.521660 2.705873 0.04 0.02 0.02
H 3.286133 -2.008823 4.048199 0.01 0.00 0.02
H 1.861805 -3.810137 3.098022 0.01 -0.02 0.02
H 0.323406 -3.334692 1.272438 0.01 0.00 0.02
H 1.575976 0.747715 1.268974 -0.01 -0.03 0.02
H 3.114084 0.282351 3.096120 0.02 0.01 0.02
F -1.700237 -6.740446 -1.050516 -0.08 -0.12 0.20
C -1.127297 -6.141021 -2.098020 0.35 0.20 -0.14
C 0.061431 -5.525620 -1.989817 -0.30 -0.12 -0.11
N 0.702732 -4.977818 -3.073618 0.00 -0.04 0.17
C 2.012291 -4.373572 -2.884248 0.05 0.29 0.21
C 2.004223 -3.156878 -1.899639 -0.03 -0.16 -0.02
O 3.114603 -2.647433 -1.690479 0.26 0.03 -0.15
O 0.886905 -2.836024 -1.446066 -0.64 0.46 0.22
C 0.115999 -4.945480 -4.308752 -0.13 0.06 -0.26
O 0.636632 -4.497666 -5.314471 0.00 -0.02 0.09
N -1.146422 -5.518592 -4.358009 0.08 -0.02 0.02
C -1.841106 -6.179135 -3.358564 -0.05 0.02 0.03
O -2.913296 -6.714861 -3.571450 0.01 0.01 0.00
H 0.575123 -5.442607 -1.044110 0.01 0.00 0.05
H 2.344953 -4.032009 -3.860935 0.03 0.06 0.05
H 2.714749 -5.132651 -2.531947 0.00 0.08 0.06
H -1.599293 -5.460080 -5.255890 -0.02 0.00 -0.04
O -2.357813 0.936201 3.737631 0.01 0.20 0.17
Se -2.496305 -0.818256 3.733895 -0.10 0.11 -0.42
O -3.999846 -1.172204 4.174527 -0.18 0.02 0.17
O -2.206870 -1.015007 2.129976 -0.12 -0.11 0.36
O -1.338442 -1.362619 4.703285 0.10 -0.07 0.18
C -1.010032 7.279030 4.845068 0.00 0.07 0.03
C -1.114711 5.936688 4.175256 -0.01 -0.02 -0.03
C -0.444763 4.831285 4.676547 0.00 0.06 0.01
C -0.533551 3.581549 4.071632 -0.01 0.07 -0.07
C 0.212855 2.430116 4.680673 0.08 -0.11 0.04
C -1.326724 3.437317 2.923715 0.05 0.04 -0.08
Te -1.380411 1.482722 2.039848 -0.15 -0.30 0.21
C -2.020017 4.539562 2.408158 0.01 -0.03 0.14
C -2.913414 4.452517 1.203950 -0.12 0.01 -0.05
C -1.898441 5.772582 3.042472 0.03 0.00 0.04
H -0.330203 7.241830 5.696424 0.01 0.00 0.01
H -1.984063 7.614141 5.208423 -0.01 0.01 0.00
H -0.641703 8.039205 4.152890 0.00 0.01 -0.01
H 0.168584 4.937821 5.565426 0.01 0.01 0.02
H 0.902158 2.787539 5.446472 0.00 -0.02 0.02
H 0.786730 1.873205 3.935187 0.01 0.01 0.02
H -0.476725 1.711444 5.126653 0.01 0.00 0.00
H -3.348117 3.459522 1.088809 0.01 0.00 0.00
H -2.364495 4.673481 0.287428 0.03 0.01 -0.06
H -3.723391 5.180023 1.285440 0.00 -0.02 -0.01
H -2.444169 6.621985 2.642626 -0.01 0.03 0.00
```
Forces are in eV/Å.

Here are the Löwdin charges for atoms 1 to 6, given in e: atom 1 (Ru): 0.842, atom 2 (Se): 0.656, atom 3 (Se): 0.491, atom 4 (C): -0.766, atom 5 (C): -0.146, atom 6 (C): -0.092